1.
Formula: C46H42IN7O5Zr
Source: OMol25
Level of theory: wB97M-V/def2-TZVPD

Atoms and positions in Å:
Zr -0.58 0.04 -1.02
C -2.64 4.09 -0.44
C -3.28 2.99 -1.24
N -4.58 3.02 -1.40
C -5.19 2.10 -2.17
C -4.51 1.14 -2.88
C -5.23 0.15 -3.77
O -6.62 0.31 -3.80
C -3.11 1.07 -2.70
C -2.25 0.33 -3.59
N -1.04 -0.02 -3.29
C -0.16 -0.42 -4.32
C -0.59 -1.14 -5.44
C 0.29 -1.49 -6.45
C 1.63 -1.13 -6.37
C 2.08 -0.44 -5.26
C 1.20 -0.10 -4.25
I 1.96 0.95 -2.56
C -2.48 1.96 -1.80
O -1.18 1.87 -1.53
H -2.78 5.04 -0.97
H -3.14 4.20 0.53
H -1.58 3.93 -0.31
H -6.27 2.17 -2.23
H -4.80 0.17 -4.78
H -5.06 -0.86 -3.37
H -6.86 1.06 -4.35
H -2.60 0.22 -4.61
H -1.62 -1.46 -5.50
H -0.08 -2.04 -7.31
H 2.32 -1.40 -7.15
H 3.12 -0.17 -5.17
C -1.10 2.72 3.97
C -2.05 1.81 4.18
C -2.55 0.74 3.32
C -2.33 0.54 2.02
N -1.41 1.26 1.24
C -0.15 2.88 2.84
C -3.00 -0.50 1.22
C -4.14 -1.17 1.68
C -4.73 -2.14 0.89
C -4.20 -2.41 -0.36
C -3.10 -1.69 -0.77
N -2.50 -0.76 -0.01
H -0.92 3.43 4.77
H -2.55 1.85 5.14
H -3.21 0.05 3.82
H 0.86 2.80 3.25
H -4.56 -0.92 2.64
H -5.60 -2.67 1.25
H -4.64 -3.16 -1.01
H -2.67 -1.87 -1.75
C 3.41 1.49 5.53
O 3.01 0.74 4.39
C 3.82 -0.29 4.00
C 4.87 -0.79 4.75
C 5.64 -1.83 4.24
C 5.37 -2.35 2.99
C 4.32 -1.86 2.24
C 3.52 -0.84 2.74
N 2.45 -0.22 2.07
C 1.69 -0.60 1.04
N 1.72 -1.89 0.69
C 1.07 -2.59 -0.35
C 0.22 -2.02 -1.30
C -0.26 -2.91 -2.28
C 0.06 -4.25 -2.31
C 0.89 -4.79 -1.33
C 1.40 -3.97 -0.35
O 2.23 -4.36 0.64
C 2.56 -5.74 0.74
N 0.89 0.28 0.42
C 0.88 1.62 0.96
C -0.24 1.92 1.70
C -0.24 4.18 2.09
C 0.79 4.61 1.33
C 1.94 3.86 0.94
C 1.99 2.50 0.77
O 3.07 1.88 0.21
C 4.27 2.62 0.04
H 2.74 2.35 5.57
H 4.44 1.83 5.43
H 3.30 0.90 6.44
H 5.09 -0.38 5.73
H 6.46 -2.21 4.83
H 5.99 -3.15 2.59
H 4.16 -2.25 1.24
H 2.24 0.69 2.47
H 2.27 -2.49 1.28
H -0.90 -2.55 -3.08
H -0.33 -4.89 -3.09
H 1.13 -5.85 -1.36
H 3.17 -5.85 1.63
H 3.13 -6.07 -0.13
H 1.66 -6.35 0.84
H -1.82 1.73 0.44
H -1.14 4.77 2.20
H 0.73 5.62 0.94
H 2.79 4.44 0.61
H 5.01 1.91 -0.32
H 4.60 3.05 0.99
H 4.14 3.42 -0.70

Properties
Spin multiplicity ... 1
Frontier orbital gap ... 6.90 eV
Net charge ... +2
Electronic energy ... -2881.8999 hartree
E_LUMO ... -5.7 eV

Mulliken population analysis, charges in e, atoms 1 to 5: -1.0432, -1.1802, 0.5952, -0.5863, -1.2456



2.
Formula: C31H26Cl2N6O4Pd
Source: OMol25
Level of theory: wB97M-V/def2-TZVPD

Atoms and positions in Å:
Pd -0.58 -0.42 0.43
O -1.38 -3.23 3.47
C -1.27 -2.30 2.71
N -1.30 -2.31 1.33
C -1.26 -3.44 0.65
O -1.60 -4.55 0.92
C -1.07 -3.24 -0.92
C -1.25 -4.31 -1.78
C -1.47 -4.02 -3.13
C -1.29 -2.72 -3.59
C -0.78 -1.76 -2.63
N -0.77 -1.98 -1.35
C -1.07 -0.93 3.35
C -1.34 -0.79 4.71
C -1.20 0.46 5.24
C -0.78 1.55 4.45
C -0.55 1.31 3.11
N -0.68 0.14 2.57
H -1.38 -5.33 -1.48
H -1.81 -4.81 -3.78
H -1.49 -2.40 -4.60
H -0.66 -0.74 -3.00
H -1.65 -1.69 5.31
H -1.46 0.61 6.24
H -0.71 2.58 4.83
H -0.27 2.11 2.42
C -5.98 -0.53 1.59
C -4.86 -0.02 0.75
C -4.78 0.86 -0.29
C -3.46 0.97 -0.67
N -2.68 0.21 0.10
N -3.59 -0.41 0.94
C -2.90 1.81 -1.74
H -6.64 0.26 1.80
H -5.65 -0.97 2.54
H -6.49 -1.27 1.02
H -5.62 1.38 -0.69
H -3.22 -1.28 1.34
H -3.59 2.62 -2.15
H -2.64 1.16 -2.63
H -1.99 2.31 -1.51
Cl 5.96 -1.23 -0.23
C 4.45 -1.03 -1.09
C 3.67 -2.19 -1.31
C 2.53 -2.15 -2.05
C 2.27 -0.95 -2.67
C 3.09 0.14 -2.53
Cl 2.75 1.55 -3.48
C 4.18 0.21 -1.70
N 4.92 1.37 -1.29
C 4.15 2.50 -0.93
C 4.21 3.71 -1.73
C 3.42 4.77 -1.44
C 2.64 4.74 -0.33
C 2.63 3.66 0.49
C 3.35 2.49 0.19
C 3.03 1.28 0.98
C 1.70 0.63 0.41
O 1.66 -0.61 0.36
O 0.78 1.38 -0.03
H 4.04 -3.14 -0.89
H 1.92 -3.05 -2.27
H 1.53 -0.81 -3.43
H 5.61 1.11 -0.57
H 4.76 3.75 -2.66
H 3.45 5.69 -2.03
H 2.06 5.63 -0.08
H 1.92 3.59 1.27
H 2.70 1.48 2.08
H 3.78 0.54 1.05

Properties
Spin multiplicity ... 3
Frontier orbital gap (alpha / beta) ... 7.93 / 7.96 eV
⟨S²⟩ ... 2.005
Electronic energy ... -2874.6775 hartree
ΔE to the lowest compared entry with this formula, charge and spin ... 49.8 kcal per mole
E_LUMO (alpha / beta) ... -0.3 / -0.3 eV

natural (NBO) population analysis, charges in e, atoms 1 to 5: 1.2306, -0.5531, 0.6263, -0.7780, 0.6501



3.
Formula: C5H8LiO3Pm
Source: OMol25
Level of theory: wB97M-V/def2-TZVPD

Atoms and positions in Å:
C -1.09 -1.02 4.60
C -2.29 -0.93 4.06
H -0.45 -1.91 4.48
H -0.68 -0.18 5.18
H -3.17 -0.31 4.27
Pm -2.06 -1.18 1.42
O 0.94 -0.27 -1.99
Li 2.24 -1.62 -2.88
O 1.08 -2.37 -1.49
C 0.53 -1.30 -1.21
O -0.33 -1.08 -0.32
C 0.33 1.03 -1.89
C 1.19 2.02 -2.63
H -0.68 0.98 -2.32
H 0.24 1.30 -0.83
H 1.80 1.52 -3.39
H 0.54 2.75 -3.13
H 1.85 2.56 -1.94

Properties
Spin multiplicity ... 6
Frontier orbital gap (alpha / beta) ... 4.07 / 5.49 eV
Net charge ... +3
⟨S²⟩ ... 8.765
Electronic energy ... -1035.7202 hartree
ΔE to the lowest compared entry with this formula, charge and spin ... 58.1 kcal per mole
E_LUMO (alpha / beta) ... -16.3 / -14.8 eV

natural (NBO) population analysis, charges in e, atoms 1 to 5: -0.2927, -0.3594, 0.2920, 0.3389, 0.2994



4.
Formula: C13H22InNSe2
Source: OMol25
Level of theory: wB97M-V/def2-TZVPD

Atoms and positions in Å:
In 0.18 -0.36 0.07
C -2.08 1.54 -1.38
N -0.70 1.59 -0.85
C -0.59 2.70 0.12
C 0.28 1.78 -1.96
C 1.68 1.54 -1.47
C 2.74 2.36 -1.86
C 4.03 2.10 -1.42
C 4.29 1.02 -0.58
C 3.25 0.19 -0.17
C 1.97 0.47 -0.62
H -2.32 2.47 -1.89
H -2.79 1.39 -0.57
H -2.18 0.72 -2.10
H -0.85 3.64 -0.36
H 0.43 2.77 0.51
H -1.28 2.54 0.95
H 0.17 2.77 -2.39
H 0.03 1.05 -2.74
H 2.55 3.20 -2.52
H 4.84 2.75 -1.73
H 5.30 0.82 -0.25
H 3.46 -0.65 0.47
C -0.02 -1.12 3.81
Se -0.89 0.06 2.53
C -2.55 -0.93 2.28
C -2.38 -2.20 1.47
Se -2.02 -1.81 -0.41
C -1.51 -3.61 -0.94
H -0.62 -1.10 4.72
H 0.96 -0.70 4.02
H 0.08 -2.13 3.43
H -3.25 -0.23 1.83
H -2.91 -1.17 3.28
H -3.30 -2.79 1.48
H -1.57 -2.82 1.84
H -0.68 -3.97 -0.33
H -1.23 -3.58 -1.99
H -2.39 -4.23 -0.81

Properties
Spin multiplicity ... 1
Frontier orbital gap ... 7.95 eV
Net charge ... +2
Electronic energy ... -5555.7205 hartree
E_LUMO ... -7.3 eV

natural (NBO) population analysis, charges in e, atoms 1 to 5: 1.2695, -0.4230, -0.5080, -0.4371, -0.2574



5.
Formula: C6H7N3OS
Source: OMol25
Level of theory: wB97M-V/def2-TZVPD

Atoms and positions in Å:
C 0.87 -2.12 -0.03
C -0.46 -2.35 -0.01
C 0.16 0.46 -0.03
C -1.12 -0.02 -0.03
C 1.45 -0.85 -0.02
C 0.47 1.88 -0.01
N -1.40 -1.37 0.01
N -2.18 0.81 -0.13
N 1.76 2.23 0.07
O -0.43 2.74 -0.02
S 3.05 -0.52 -0.01
H 1.55 -2.97 -0.04
H -0.85 -3.36 0.00
H -2.37 -1.63 -0.02
H -1.90 1.80 -0.06
H -3.08 0.53 0.23
H 2.49 1.52 0.04
H 1.99 3.21 0.08

Properties
Spin multiplicity ... 1
Frontier orbital gap (alpha / beta) ... 8.04 / 8.04 eV
Electronic energy ... -870.5302 hartree
ΔE to the lowest compared entry with this formula, charge and spin ... 0.0 kcal per mole
E_LUMO (alpha / beta) ... -0.2 / -0.2 eV

natural (NBO) population analysis, charges in e, atoms 1 to 5: -0.3833, 0.0974, -0.2538, 0.4066, -0.0765



6.
Formula: C7H13N2O
Source: OMol25
Level of theory: wB97M-V/def2-TZVPD

Atoms and positions in Å:
C 1.74 0.31 0.31
C 1.13 1.61 0.67
C -0.05 1.72 -0.23
C -1.62 -0.62 0.75
C -1.53 -0.33 -0.75
C -0.57 -1.43 1.27
C -0.23 0.45 -1.00
N 1.31 -1.48 -1.16
N 0.87 -0.30 -0.59
O 2.75 -0.27 0.58
H 0.85 1.66 1.84
H 1.82 2.53 0.66
H -0.86 2.20 0.32
H 0.13 2.62 -1.01
H -1.91 0.16 1.41
H -2.56 -1.25 0.78
H -1.48 -1.17 -1.37
H -2.37 0.37 -1.10
H -0.07 -1.29 2.22
H -0.20 -2.29 0.75
H -0.16 0.68 -2.16
H 2.22 -1.67 -0.58
H 0.79 -2.21 -1.60

Properties
Spin multiplicity ... 1
Frontier orbital gap (alpha / beta) ... 5.90 / 8.08 eV
Net charge ... +1
Electronic energy ... -458.8816 hartree
ΔE to the lowest compared entry with this formula, charge and spin ... 120.7 kcal per mole
E_LUMO (alpha / beta) ... -6.6 / -5.2 eV

natural (NBO) population analysis, charges in e, atoms 1 to 5: 0.6612, -0.5277, -0.4515, -0.5598, -0.3745



7.
Formula: C17H17N5O2
Source: OMol25
Level of theory: wB97M-V/def2-TZVPD

Atoms and positions in Å:
C -7.59 -0.77 -0.12
C -6.10 -0.66 -0.07
C -5.34 -1.63 0.58
C -3.96 -1.55 0.61
C -3.31 -0.48 -0.01
C -4.06 0.49 -0.67
C -5.44 0.39 -0.70
H -6.01 1.14 -1.22
H -3.58 1.30 -1.18
C -1.82 -0.45 0.07
O -1.13 -1.44 0.20
N -1.28 0.79 -0.07
N 0.09 0.99 0.08
C 0.52 2.21 0.44
O -0.25 3.14 0.61
C 2.03 2.35 0.59
H 2.33 1.84 1.51
H 2.23 3.41 0.72
C 2.84 1.80 -0.59
N 3.24 0.43 -0.40
C 4.49 -0.08 -0.20
C 5.76 0.47 -0.13
C 6.80 -0.41 0.08
C 6.59 -1.79 0.22
C 5.33 -2.34 0.15
C 4.26 -1.47 -0.06
N 2.93 -1.68 -0.17
N 2.35 -0.57 -0.36
H 5.16 -3.40 0.26
H 7.44 -2.43 0.38
H 7.81 -0.03 0.14
H 5.93 1.53 -0.24
H 2.24 1.86 -1.51
H 3.75 2.39 -0.72
H 0.68 0.16 -0.04
H -1.80 1.65 0.08
H -3.37 -2.30 1.10
H -5.84 -2.46 1.06
H -7.89 -1.43 -0.93
H -8.05 0.20 -0.30
H -7.98 -1.18 0.81

Properties
Spin multiplicity ... 1
Frontier orbital gap ... 8.99 eV
Electronic energy ... -1082.2711 hartree
ΔE to the lowest compared entry with this formula, charge and spin ... 1.9 kcal per mole
E_LUMO ... 0.3 eV

natural (NBO) population analysis, charges in e, atoms 1 to 5: -0.6298, 0.0062, -0.2193, -0.1465, -0.1731



8.
Formula: C16H24AsBBrN4O3SZr
Source: OMol25
Level of theory: wB97M-V/def2-TZVPD

Atoms and positions in Å:
Zr 0.37 0.40 -0.30
O -1.51 0.82 -1.13
N -2.65 0.20 -0.78
C -3.76 0.96 -0.79
C -4.97 0.41 -0.50
C -5.00 -0.97 -0.19
C -3.86 -1.71 -0.18
C -2.60 -1.11 -0.47
S -1.10 -1.91 -0.40
H -3.59 2.00 -1.04
H -5.86 1.02 -0.50
H -5.95 -1.44 0.04
H -3.86 -2.76 0.07
B 3.27 1.53 -2.03
C 1.90 2.22 -1.63
N 0.85 2.48 -1.22
H 4.16 2.09 -1.44
H 3.11 0.40 -1.59
H 3.39 1.53 -3.23
C 2.08 -1.36 -3.99
As 0.60 -0.45 -3.14
C 0.37 1.10 -4.27
C -0.90 -1.48 -3.81
H 1.93 -1.29 -5.07
H 2.09 -2.40 -3.68
H 3.01 -0.88 -3.70
H 0.13 0.76 -5.28
H 1.29 1.69 -4.29
H -0.44 1.72 -3.89
H -0.74 -1.65 -4.87
H -1.81 -0.91 -3.67
H -0.99 -2.42 -3.28
Br 2.76 -2.96 5.93
C 1.47 -1.73 5.28
C 0.64 -1.09 6.20
C -0.31 -0.19 5.71
C -0.43 0.07 4.36
C 0.42 -0.59 3.43
C 1.39 -1.51 3.93
C 0.33 -0.35 2.07
O 1.13 -0.89 1.12
O -0.53 0.57 1.51
H 0.73 -1.29 7.26
H -0.97 0.32 6.40
H -1.18 0.76 4.00
H 2.04 -2.03 3.25
N 1.78 2.67 1.74
N 2.36 1.50 1.11
H 2.48 3.12 2.33
H 1.05 2.32 2.35
H 2.78 0.87 1.78
H 3.07 1.85 0.48

Properties
Spin multiplicity ... 2
Frontier orbital gap (alpha / beta) ... 5.22 / 8.12 eV
⟨S²⟩ ... 0.783
Electronic energy ... -6348.7400 hartree
ΔE to the lowest compared entry with this formula, charge and spin ... 38.6 kcal per mole
E_LUMO (alpha / beta) ... -0.3 / -0.3 eV

natural (NBO) population analysis, charges in e, atoms 1 to 5: 2.1193, -0.6592, -0.0127, 0.0525, -0.2741



9.
Formula: HN2O3P
Source: OMol25
Level of theory: wB97M-V/def2-TZVPD

Atoms and positions in Å:
N 2.17 -0.43 0.11
N -2.20 -0.23 0.25
O 1.37 -0.39 0.97
O 1.85 0.29 -0.95
O -2.20 -1.28 -0.30
P -2.15 1.06 0.93
H 1.15 0.98 -1.01

Properties
Spin multiplicity ... 1
Frontier orbital gap ... 9.78 eV
Electronic energy ... -677.0045 hartree
ΔE to the lowest compared entry with this formula, charge and spin ... 7.0 kcal per mole
E_LUMO ... 0.0 eV

natural (NBO) population analysis, charges in e, atoms 1 to 5: 0.3906, -0.2448, -0.3242, -0.5463, -0.3484



10.
Formula: C5H10N2O
Source: OMol25
Level of theory: wB97M-V/def2-TZVPD

Atoms and positions in Å:
C -1.04 1.58 0.19
C -1.40 -0.91 -1.31
O -0.72 0.19 0.08
H -0.83 1.93 1.20
H -2.11 1.70 0.00
H -0.47 2.17 -0.54
H -0.85 -0.64 -2.19
H -1.53 -1.97 -1.14
H -2.33 -0.37 -1.17
C 1.33 -0.29 1.55
C 0.87 -0.43 0.10
N 0.67 -1.64 -0.46
C 1.58 0.50 -0.79
N 2.10 1.26 -1.48
H 0.41 -2.30 0.26
H 0.72 -0.95 2.18
H 2.38 -0.57 1.64
H 1.22 0.74 1.90

Properties
Spin multiplicity ... 1
Frontier orbital gap ... 8.98 eV
Electronic energy ... -381.0926 hartree
ΔE to the lowest compared entry with this formula, charge and spin ... 121.0 kcal per mole
E_LUMO ... 0.2 eV

natural (NBO) population analysis, charges in e, atoms 1 to 5: -0.2714, -0.1630, -0.5590, 0.1965, 0.1965



11.
Formula: C4H4I2
Source: OMol25
Level of theory: wB97M-V/def2-TZVPD

Atoms and positions in Å:
C 1.42 0.41 -0.12
C 2.66 0.62 -0.02
C 0.54 -0.77 -0.13
C -0.04 0.66 0.17
I 3.94 2.11 -0.10
I 4.07 -1.92 0.20
H 0.04 -1.07 -1.07
H 0.64 -1.47 0.64
H -0.32 0.99 1.15
H -0.70 1.13 -0.64

Properties
Spin multiplicity ... 3
Frontier orbital gap (alpha / beta) ... 8.20 / 5.93 eV
⟨S²⟩ ... 2.012
Electronic energy ... -750.0074 hartree
ΔE to the lowest compared entry with this formula, charge and spin ... 0.0 kcal per mole
E_LUMO (alpha / beta) ... 0.5 / -3.2 eV

natural (NBO) population analysis, charges in e, atoms 1 to 5: -0.1683, -0.2221, -0.4027, -0.4144, 0.2997



12.
Formula: C21H61BN3O6Ti
Source: OMol25
Level of theory: wB97M-V/def2-TZVPD

Atoms and positions in Å:
Ti -20.83 -1.98 -28.63
B -20.11 -0.15 -27.39
H -20.73 0.14 -28.29
H -19.15 -0.57 -27.78
H -19.95 0.74 -26.69
H -20.72 -0.94 -26.87
C -20.38 -4.43 -26.33
C -19.24 -4.32 -27.34
C -18.32 -5.54 -27.19
O -17.92 -5.85 -25.87
C -17.05 -4.89 -25.31
N -19.76 -4.12 -28.71
H -21.07 -3.59 -26.45
H -19.98 -4.40 -25.31
H -20.91 -5.37 -26.45
H -18.70 -3.40 -27.08
H -17.41 -5.36 -27.78
H -18.84 -6.43 -27.54
H -16.97 -5.11 -24.24
H -17.51 -3.91 -25.35
H -16.05 -4.98 -25.75
H -19.03 -4.30 -29.40
H -20.40 -4.88 -28.92
C -21.45 -4.44 -22.21
C -21.58 -2.93 -22.11
C -21.03 -2.14 -23.27
O -19.64 -2.34 -23.33
C -19.07 -1.60 -24.39
N -22.98 -2.58 -21.81
H -20.39 -4.71 -22.17
H -21.84 -4.79 -23.17
H -21.96 -5.01 -21.44
H -20.95 -2.65 -21.26
H -21.28 -1.10 -23.03
H -21.51 -2.38 -24.23
H -19.38 -1.92 -25.39
H -17.98 -1.64 -24.32
H -19.29 -0.53 -24.33
H -23.34 -3.14 -21.05
H -23.01 -1.63 -21.45
C -25.19 -1.45 -26.98
C -23.82 -2.05 -27.23
C -23.88 -3.54 -27.60
O -24.63 -4.27 -26.67
C -23.90 -4.77 -25.57
N -23.17 -1.25 -28.30
H -25.88 -1.75 -27.78
H -25.31 -0.37 -26.91
H -25.73 -1.90 -26.14
H -23.27 -1.90 -26.29
H -22.87 -3.94 -27.75
H -24.34 -3.65 -28.59
H -23.18 -5.53 -25.87
H -24.62 -5.20 -24.88
H -23.39 -3.95 -25.04
H -22.85 -0.39 -27.88
H -23.97 -1.10 -28.92
C -18.26 2.01 -30.53
C -18.72 0.59 -30.79
C -18.45 0.22 -32.25
O -18.06 -0.36 -29.96
H -18.18 2.23 -29.46
H -19.00 2.78 -30.79
H -17.32 2.23 -31.03
H -19.80 0.56 -30.62
H -18.88 -0.75 -32.47
H -17.37 0.15 -32.44
H -18.88 0.99 -32.89
H -18.20 -0.04 -29.06
C -24.62 2.29 -25.63
C -23.15 1.93 -25.52
C -22.76 1.31 -24.21
O -22.74 1.04 -26.57
H -24.89 2.92 -26.48
H -24.94 2.88 -24.77
H -25.22 1.38 -25.56
H -22.50 2.81 -25.61
H -21.70 1.05 -24.20
H -23.29 0.39 -23.95
H -22.97 2.04 -23.42
H -21.78 0.90 -26.47
C -18.74 3.09 -24.67
C -18.06 3.02 -26.04
C -17.08 1.85 -26.14
O -19.04 2.89 -27.09
H -18.02 3.23 -23.86
H -19.48 2.32 -24.49
H -19.27 4.04 -24.55
H -17.53 3.95 -26.24
H -16.79 1.69 -27.18
H -17.37 0.87 -25.76
H -16.17 2.10 -25.58
H -19.33 1.96 -26.99

Properties
Spin multiplicity ... 4
Frontier orbital gap (alpha / beta) ... 5.37 / 9.54 eV
⟨S²⟩ ... 3.752
Electronic energy ... -2326.5372 hartree
E_LUMO (alpha / beta) ... 0.2 / 0.0 eV

Mulliken population analysis, charges in e, atoms 1 to 5: -0.1588, 3.5043, -0.1994, -0.7957, -0.8076



electronic energy of number 1 (C46H42IN7O5Zr)?
-2881.8999 hartree